No. 1
DFT (ωB97M-V/def2-TZVPD) results for one molecule with the formula C5H8O.

```
14
Properties=species:S:1:pos:R:3:forces:R:3
C -0.19182 0.76725 -1.32140 -0.1 0.0 -0.2
C 1.21768 0.46987 -0.90806 0.2 -0.1 0.1
C 0.19686 0.87760 0.12279 -0.1 0.1 0.1
C -0.63643 -0.00009 1.00079 -0.1 0.1 -0.3
C -0.37762 -1.38635 1.39214 0.0 -0.3 -0.2
O -0.25300 -0.32155 2.32371 0.1 0.0 0.3
H -0.80912 -0.09922 -1.55306 0.1 0.2 0.0
H -0.43803 1.66253 -1.87712 0.2 -0.1 -0.1
H 1.96305 1.22493 -1.15107 -0.1 -0.2 0.1
H 1.58237 -0.55090 -0.97712 -0.2 0.1 0.1
H 0.32985 1.88175 0.52286 -0.1 -0.1 -0.1
H -1.68766 0.28465 0.91577 0.0 -0.1 0.2
H -1.23457 -2.04685 1.53439 0.2 0.1 0.1
H 0.55592 -1.88243 1.13468 -0.1 0.1 -0.1
```
Forces are in eV/Å.

Values from the calculation:
LUMO level	1.15	eV
molar mass	84.1	g/mol
SMILES	C1CC1[C@H]1CO1
ΔE to the lowest compared entry with this formula, charge and spin	54.4	kcal per mole
HOMO energy	-10.16	eV
multiplicity	1

Here are the Mulliken charges for atoms 1 to 8, given in e: C -0.592; C -0.575; C -0.061; C -0.169; C -0.300; O -0.446; H 0.258; H 0.276

=====

No. 2
DFT (ωB97M-V/def2-TZVPD) results for a 7-piece molecular cluster, C32H69BF2N2O16P overall in a non-equilibrium geometry.

```
123
Properties=species:S:1:pos:R:3:forces:R:3
O 4.83046 0.06194 4.35622 -0.9 -0.4 -0.9
C 4.61450 -0.34948 3.26386 1.4 0.6 2.0
F 5.35421 0.04583 2.23441 -0.6 -0.5 -0.2
N 3.59480 -1.29854 2.93324 0.2 0.6 -1.1
C 3.66653 -1.80780 1.60792 -0.5 -0.1 -1.8
O 2.79525 -1.72999 0.79635 0.1 -0.1 1.1
F 4.81469 -2.35687 1.29160 0.1 -0.1 1.0
P 2.01708 -0.74240 3.32322 -1.8 0.3 0.6
C 0.74514 -1.99309 2.97422 0.2 0.0 0.2
B -0.45009 -1.49600 2.02114 -0.6 -0.2 -1.1
O -0.51073 -2.05795 0.75204 0.9 0.4 0.4
O -1.40575 -0.61266 2.39229 0.8 0.2 0.4
C 1.63956 0.88558 2.56694 1.4 -1.7 0.2
C 2.41478 1.31852 1.52341 0.4 0.5 -0.7
C 2.07332 2.54117 0.96050 0.1 0.2 -0.5
C 0.99597 3.21625 1.47528 0.0 0.0 0.0
C 0.33077 2.65178 2.55353 -1.3 1.2 0.3
N 0.62209 1.50657 3.12132 0.1 -0.3 0.2
H 2.01061 -0.53965 4.71572 0.4 0.0 -0.3
H 0.33564 -2.33280 3.93293 0.3 0.1 0.0
H 1.24046 -2.82226 2.45874 -0.2 0.0 0.2
H -0.45397 -1.38171 0.06795 -0.3 -0.3 -0.3
H -1.90362 -0.31681 1.61989 -0.5 -0.2 0.2
H 3.26570 0.80161 1.09628 -0.1 -0.2 0.1
H 2.62463 2.93434 0.11454 0.1 -0.1 0.1
H 0.64597 4.16223 1.08408 0.1 0.0 0.0
H -0.50990 3.20380 2.96835 0.1 -0.2 0.1
C 4.54912 -0.16009 -4.23043 0.1 0.0 -0.1
O 5.57417 0.78815 -3.97761 -0.2 -0.1 0.2
C 5.10029 1.95625 -3.32804 0.4 0.0 -0.2
C 5.44843 1.94548 -1.85598 -0.4 0.2 0.0
O 4.72632 0.93008 -1.15763 0.1 -0.2 0.1
C 5.52236 -0.21102 -0.87341 0.0 0.2 -0.1
H 5.01903 -1.08203 -4.56553 0.0 0.0 0.0
H 3.96406 -0.37191 -3.33120 0.0 0.0 0.0
H 3.88826 0.20280 -5.02371 -0.1 -0.1 0.0
H 4.02102 2.07198 -3.47020 0.0 0.0 0.0
H 5.59617 2.81048 -3.79878 0.0 0.1 0.1
H 5.15712 2.90479 -1.41741 0.1 0.0 0.0
H 6.52499 1.82571 -1.71395 0.0 0.0 0.0
H 6.25302 0.02603 -0.09322 0.1 -0.1 -0.1
H 6.04088 -0.57896 -1.76086 0.0 0.0 0.0
H 4.86121 -0.99000 -0.51084 -0.1 0.0 -0.2
C 3.62187 -6.95100 -4.58221 0.1 -0.1 0.0
O 4.29148 -6.74414 -5.81239 -0.1 0.1 0.2
C 3.61710 -5.82651 -6.66160 0.3 -0.2 -0.2
C 4.28643 -4.46915 -6.65152 -0.4 0.2 0.0
O 4.14399 -3.82676 -5.38934 0.1 -0.1 0.1
C 5.32214 -3.89086 -4.60659 -0.1 0.1 0.0
H 4.28453 -7.52132 -3.93270 0.0 0.0 -0.1
H 3.37768 -6.00479 -4.09173 0.0 0.0 0.0
H 2.70578 -7.52928 -4.74195 0.0 0.0 0.1
H 2.56312 -5.73870 -6.38170 0.0 0.1 0.0
H 3.66413 -6.23385 -7.67588 0.0 0.0 0.0
H 3.79665 -3.82997 -7.39234 0.0 0.0 0.0
H 5.34106 -4.55745 -6.92691 0.0 -0.1 0.0
H 6.09045 -3.23610 -5.03265 0.1 -0.1 0.1
H 5.70690 -4.91092 -4.53736 0.0 0.0 0.0
H 5.07921 -3.53917 -3.60352 -0.1 0.0 0.0
C -4.97378 -1.47220 -0.83212 0.0 0.1 0.0
O -4.87308 -1.18672 0.55402 0.0 -0.1 -0.1
C -6.01560 -1.62776 1.28918 0.3 0.3 0.3
C -5.72489 -2.90520 2.04570 -0.5 -0.2 -0.2
O -5.52794 -4.00209 1.16252 0.2 0.2 0.0
C -4.15843 -4.31412 1.01083 0.0 -0.1 0.0
H -4.00551 -1.26817 -1.28917 0.0 0.0 0.0
H -5.23121 -2.51856 -1.00989 0.0 0.0 0.0
H -5.72354 -0.82482 -1.29841 0.0 -0.1 -0.1
H -6.87711 -1.75707 0.62837 0.0 -0.1 0.0
H -6.25779 -0.83855 2.00843 -0.1 0.0 0.0
H -6.58774 -3.14964 2.67183 0.0 0.1 0.0
H -4.85847 -2.77246 2.70173 0.0 0.0 0.0
H -3.77227 -4.76575 1.93187 0.1 0.0 0.0
H -3.57634 -3.42037 0.76828 0.1 0.0 0.0
H -4.05513 -5.03367 0.20007 -0.1 0.0 0.0
C -6.39121 2.09905 7.07665 0.0 0.1 0.0
O -5.42087 2.48427 6.11583 -0.1 -0.2 0.0
C -4.85974 1.38102 5.42483 0.2 0.4 -0.1
C -5.44306 1.24279 4.03404 -0.1 -0.4 0.0
O -6.80986 0.86482 4.07770 0.0 0.2 0.0
C -7.69352 1.95027 3.82450 0.0 -0.1 -0.1
H -6.88846 3.00092 7.42927 0.1 0.0 0.0
H -7.14043 1.43031 6.64667 0.0 0.0 0.0
H -5.90703 1.61030 7.92835 -0.1 -0.1 0.0
H -4.99486 0.45511 5.99219 -0.1 0.0 0.0
H -3.78399 1.57057 5.33825 0.0 -0.1 0.0
H -4.90695 0.44494 3.50618 0.1 0.0 0.0
H -5.31230 2.16963 3.46701 0.0 0.0 0.1
H -7.64350 2.23306 2.76820 -0.1 0.1 0.0
H -7.46234 2.81490 4.45059 0.0 0.0 0.0
H -8.70538 1.61863 4.04841 0.0 -0.1 0.0
C 10.84954 6.02324 -0.76512 0.1 0.0 0.0
O 11.06686 4.62497 -0.86008 -0.2 0.1 0.0
C 10.13389 3.86794 -0.10784 0.3 -0.2 -0.2
C 9.07695 3.25099 -0.99953 -0.3 0.1 0.3
O 8.22825 4.24141 -1.56520 0.1 -0.1 -0.2
C 8.54133 4.51298 -2.92310 -0.1 0.0 0.0
H 11.48853 6.51112 -1.49910 0.0 -0.1 0.0
H 9.80966 6.28502 -0.97561 0.0 0.0 0.0
H 11.12461 6.38198 0.23193 -0.1 0.1 0.0
H 9.67079 4.48116 0.67118 -0.1 0.0 0.0
H 10.69303 3.06457 0.38248 0.0 0.0 0.0
H 8.44310 2.59615 -0.39020 0.0 0.0 0.0
H 9.53924 2.64095 -1.78120 0.1 0.0 0.0
H 8.24410 3.66958 -3.55626 0.1 0.0 -0.1
H 9.60582 4.71433 -3.05854 0.0 0.0 0.0
H 7.97688 5.39352 -3.22680 0.0 0.0 0.1
C -10.76021 1.22667 1.73429 0.0 0.1 0.1
O -9.78772 1.64562 0.79353 -0.2 -0.1 0.0
C -9.18119 0.56047 0.11234 0.3 0.3 0.0
C -9.72449 0.39945 -1.29159 -0.1 -0.4 0.0
O -11.07790 -0.02345 -1.27782 0.0 0.2 0.1
C -11.98775 1.02854 -1.55542 0.0 -0.1 0.0
H -11.28841 2.10973 2.09121 0.1 0.0 0.0
H -11.48785 0.53913 1.29720 0.0 0.0 0.0
H -10.26614 0.74429 2.58419 -0.1 -0.1 0.0
H -9.29872 -0.36623 0.68298 -0.1 0.0 -0.1
H -8.11005 0.78692 0.05490 0.0 -0.1 0.0
H -9.15092 -0.38138 -1.80271 0.1 0.0 0.0
H -9.61008 1.32816 -1.85856 0.0 0.0 0.1
H -11.92512 1.31394 -2.61048 0.0 0.1 0.0
H -11.79788 1.90237 -0.92758 0.0 0.0 0.0
H -12.99290 0.66300 -1.35218 0.0 -0.1 0.0
```
Forces are in eV/Å.

Values from the calculation:
LUMO level	-3.62	eV
molar mass	817.7	g/mol
net charge	+1
HOMO energy	-10.55	eV
multiplicity	1

Here are the Mulliken charges for atoms 1 to 8, given in e: O -0.423; C 0.362; F -0.070; N 0.202; C 0.401; O -0.286; F -0.229; P 0.191

=====

Copy entry 1 word for word.
DFT (ωB97M-V/def2-TZVPD) results for one molecule with the formula C5H8O.

```
14
Properties=species:S:1:pos:R:3:forces:R:3
C -0.19182 0.76725 -1.32140 -0.1 0.0 -0.2
C 1.21768 0.46987 -0.90806 0.2 -0.1 0.1
C 0.19686 0.87760 0.12279 -0.1 0.1 0.1
C -0.63643 -0.00009 1.00079 -0.1 0.1 -0.3
C -0.37762 -1.38635 1.39214 0.0 -0.3 -0.2
O -0.25300 -0.32155 2.32371 0.1 0.0 0.3
H -0.80912 -0.09922 -1.55306 0.1 0.2 0.0
H -0.43803 1.66253 -1.87712 0.2 -0.1 -0.1
H 1.96305 1.22493 -1.15107 -0.1 -0.2 0.1
H 1.58237 -0.55090 -0.97712 -0.2 0.1 0.1
H 0.32985 1.88175 0.52286 -0.1 -0.1 -0.1
H -1.68766 0.28465 0.91577 0.0 -0.1 0.2
H -1.23457 -2.04685 1.53439 0.2 0.1 0.1
H 0.55592 -1.88243 1.13468 -0.1 0.1 -0.1
```
Forces are in eV/Å.

Values from the calculation:
LUMO level	1.15	eV
molar mass	84.1	g/mol
SMILES	C1CC1[C@H]1CO1
ΔE to the lowest compared entry with this formula, charge and spin	54.4	kcal per mole
HOMO energy	-10.16	eV
multiplicity	1

Here are the Mulliken charges for atoms 1 to 8, given in e: C -0.592; C -0.575; C -0.061; C -0.169; C -0.300; O -0.446; H 0.258; H 0.276

=====

Question: The highest LUMO level belongs to which entry?
Answer: C5H8O